(1)
Density functional theory data (ωB97M-V/def2-TZVPD) for a molecular structure, C49H38AsCdOPSeSi in a non-equilibrium geometry.

Results
Energy above the lowest of the compared OMol25 structures with the same formula, charge and spin   0.0 kcal per mole
HOMO-LUMO gap (alpha / beta)   3.6 / 3.6 eV
Max |F|   0.0660 Eh/bohr

Structure (ORCA input):
```
! wB97M-V def2-TZVPD RIJCOSX def2/J DEFGRID3
* xyz -2 1
Cd 16.54189 11.94146 12.05641
O 19.43634 12.85320 11.17227
C 18.98381 12.91248 12.27530
C 19.58945 13.23876 13.58487
C 20.94263 13.16918 13.85909
C 21.42887 13.51631 15.12431
C 20.50292 13.76641 16.15435
C 19.14718 13.64216 15.92502
C 18.67954 13.46045 14.58732
P 16.94278 13.31919 14.19743
C 16.16647 12.71316 15.72252
C 15.22133 13.47850 16.37627
C 14.34877 12.88180 17.28878
C 14.61345 11.61102 17.76909
C 15.69989 10.87172 17.20295
C 16.48390 11.42846 16.20848
C 16.31551 14.97954 13.95541
C 14.92717 15.15799 13.88748
C 14.45054 16.45547 13.65968
C 15.30424 17.57234 13.64707
C 16.65289 17.35617 13.68562
C 17.16714 16.08614 13.87964
H 21.58481 12.82938 13.01302
H 22.50841 13.49255 15.37747
H 20.83432 13.83399 17.21030
H 18.43355 13.62440 16.75960
H 15.25453 14.55530 16.26831
H 13.49676 13.40735 17.69018
H 14.05768 11.14134 18.53598
H 15.88086 9.86436 17.57310
H 17.32595 10.89536 15.78906
H 14.25773 14.30457 14.12670
H 13.40089 16.61648 13.44184
H 14.86454 18.57893 13.64643
H 17.30838 18.17130 13.53779
H 18.20454 15.93242 14.06313
C 9.10141 12.93982 12.07420
C 9.99126 14.00641 11.75090
C 11.28380 13.70569 11.37327
C 11.73707 12.34925 11.32694
C 10.81536 11.29496 11.56023
C 9.51689 11.63941 12.00165
As 13.52078 11.89051 10.71542
C 12.92210 10.62443 9.30002
C 12.53590 9.31719 9.54393
C 12.16359 8.55661 8.47642
C 12.23405 9.07153 7.15283
C 12.64993 10.34508 6.88768
C 12.91741 11.15647 8.01714
C 13.23786 12.60611 7.96982
C 13.18928 13.38943 6.77867
C 13.67251 14.72048 6.78933
C 14.20032 15.24761 7.95805
C 14.17714 14.51320 9.17096
C 13.64838 13.17360 9.18344
H 8.10904 13.17792 12.47964
H 9.65609 15.05318 11.83961
H 12.01094 14.43430 11.00457
H 11.13561 10.24283 11.49684
H 8.72973 10.93791 12.16882
H 12.55046 8.89081 10.53212
H 11.73481 7.51998 8.56805
H 12.09129 8.39837 6.30172
H 12.85270 10.69370 5.87223
H 12.78106 12.91760 5.87390
H 13.60224 15.34426 5.85628
H 14.72334 16.18275 8.00823
H 14.18501 15.10964 10.09208
Se 16.30306 13.85914 10.27088
C 13.52838 6.70259 14.23892
C 14.82646 6.27216 13.96894
C 15.75909 7.08470 13.38859
C 15.41186 8.43912 13.12572
C 14.16887 8.92186 13.50143
C 13.20831 8.04728 14.02922
Si 16.66992 9.45856 12.08399
C 18.34916 8.74019 12.37123
C 18.90449 7.97662 11.32246
C 19.94552 7.07958 11.58308
C 20.62739 7.17026 12.76851
C 20.22890 8.09335 13.74474
C 19.10074 8.87193 13.57134
H 12.80240 5.97131 14.61571
H 15.05653 5.25812 14.30454
H 16.76596 6.66050 13.21094
H 13.91594 9.96644 13.35940
H 12.27609 8.41051 14.38570
H 16.39863 9.20428 10.61145
H 18.53471 8.01861 10.29921
H 20.24215 6.32323 10.87440
H 21.42615 6.47880 12.96163
H 20.89732 8.21555 14.59472
H 18.90893 9.54476 14.37220
*
```

Results of the Löwdin charge analysis, in e, for atoms 1 through 4:
1. Cd 0.767
2. O -0.092
3. C -0.445
4. C -0.277

(2)
Density functional theory data (ωB97M-V/def2-TZVPD) for a gas-phase ion, C6H16BClNO2S (charge -1).

Results
HOMO-LUMO gap   7.1 eV
Max |F|   0.0083 Eh/bohr

Structure (ORCA input):
```
! wB97M-V def2-TZVPD RIJCOSX def2/J DEFGRID3
* xyz -1 1
C -1.86762 -0.72649 -2.14039
N -0.52807 -0.77576 -2.68241
C 0.50403 -0.51743 -1.64959
B 0.89342 -1.82099 -0.70249
C 0.73110 -1.57046 0.93055
C -0.49582 -0.75958 1.40303
C -0.21960 0.57128 2.13444
C -0.30352 1.85629 1.29237
S 1.18188 2.69840 0.74132
O 1.47577 3.73409 1.69000
O 1.08090 3.02311 -0.64572
Cl 2.67936 1.34137 0.91480
H -2.61340 -0.81661 -2.93155
H -1.98518 -1.56149 -1.44426
H -2.05762 0.19659 -1.55926
H -0.44909 -0.08853 -3.42246
H 0.19636 0.37204 -1.06328
H 1.39520 -0.19936 -2.20067
H 2.07816 -2.12116 -0.91238
H 0.20828 -2.78884 -1.03990
H 1.62779 -1.12843 1.37799
H 0.65113 -2.56173 1.39292
H -1.07609 -1.36288 2.10946
H -1.17688 -0.54533 0.57366
H -0.99682 0.70303 2.89346
H 0.72343 0.51739 2.67980
H -0.88230 1.68534 0.38557
H -0.77480 2.64612 1.87498
*
```

Results of the natural (NBO) charge analysis, in e, for atoms 1 through 4:
1. C -0.409
2. N -0.620
3. C -0.438
4. B -0.149

(3)
Density functional theory data (ωB97M-V/def2-TZVPD) for a molecular structure, C49H46N5O5TeTi.

Results
Energy above the lowest of the compared OMol25 structures with the same formula, charge and spin   0.0 kcal per mole
HOMO-LUMO gap   6.0 eV
Max |F|   0.0104 Eh/bohr

Structure (ORCA input):
```
! wB97M-V def2-TZVPD RIJCOSX def2/J DEFGRID3
* xyz -1 1
Ti -0.43313 0.92594 -0.34499
C -0.91294 3.97703 2.72625
C -1.17269 2.65799 2.03838
O -0.86591 2.63414 0.80056
C -1.73958 1.62456 2.76141
C -2.16033 0.37689 2.22770
C -2.93999 -0.54678 3.12153
N -1.89255 0.02697 0.99932
N -2.44745 -1.18487 0.59398
C -2.19229 -1.36458 -0.65816
O -1.52413 -0.53507 -1.39981
C -2.71818 -2.60110 -1.30060
C -3.46286 -3.52951 -0.57298
C -3.95983 -4.66433 -1.19221
C -3.72051 -4.88675 -2.54447
C -2.97766 -3.96804 -3.27045
C -2.47760 -2.82876 -2.65134
H -1.51599 4.75463 2.25146
H 0.13511 4.24717 2.58791
H -1.14272 3.94401 3.79031
H -1.94823 1.80418 3.80701
H -2.99648 -0.14208 4.13102
H -2.46726 -1.52751 3.14113
H -3.94579 -0.69081 2.72538
H -3.63219 -3.33987 0.47923
H -4.53374 -5.38348 -0.61959
H -4.10792 -5.77633 -3.02649
H -2.78012 -4.14005 -4.32166
H -1.88747 -2.10418 -3.19749
C -1.56761 4.62086 -2.10050
C -1.94764 3.17703 -2.21016
O -1.21129 2.31702 -1.74252
N -3.08658 2.86332 -2.85548
C -3.64433 1.53593 -2.72984
C -4.34986 1.32172 -1.40279
C -5.00010 0.11436 -1.16185
C -5.59241 -0.08202 0.06762
C -5.52695 0.93332 1.01279
C -4.86055 2.09695 0.67902
N -4.28851 2.29974 -0.50896
H -0.53591 4.73287 -2.43603
H -1.59964 4.87411 -1.03951
H -2.22541 5.28150 -2.66470
H -3.72431 3.62258 -3.01983
H -2.83217 0.81144 -2.80422
H -4.33807 1.36477 -3.55437
H -4.99960 -0.66600 -1.91398
H -6.08012 -1.02151 0.29586
H -5.96594 0.81844 1.99475
H -4.76967 2.90724 1.39412
C 6.15372 1.59514 1.13567
C 4.70212 1.18985 1.13913
C 4.15913 0.45477 2.17106
C 2.81377 0.04836 2.17477
C 2.36263 -0.77549 3.32501
O 2.89492 -0.66913 4.41679
C 1.28977 -1.81240 3.14835
C 1.08556 -2.45343 1.93162
C 0.14167 -3.46237 1.82275
C -0.60143 -3.83960 2.93276
C -0.39434 -3.20963 4.15367
C 0.55073 -2.20042 4.26028
C 1.97714 0.46821 1.13261
O 0.67909 0.25078 1.10970
C 2.52246 1.21726 0.05868
C 3.86040 1.55132 0.07438
C 1.54185 1.53199 -1.01533
N 0.88689 0.44253 -1.62560
C 1.46372 -0.87083 -1.77740
C 2.70501 -0.83333 -2.65695
Te 3.55071 -2.77347 -2.97644
C 3.81201 -3.28273 -0.94578
C 3.37039 -4.52579 -0.49936
C 3.58741 -4.91692 0.81546
C 4.23287 -4.06334 1.69759
C 4.65580 -2.81563 1.26121
C 4.45064 -2.42358 -0.05508
C 1.72668 2.75365 -1.81662
C 2.13993 3.95523 -1.22095
C 2.27710 5.11788 -1.96174
C 2.00150 5.12711 -3.32595
C 1.58027 3.94729 -3.92899
C 1.44270 2.78287 -3.18791
H 6.66134 1.22967 2.02938
H 6.26473 2.68221 1.10816
H 6.67971 1.19552 0.26445
H 4.77061 0.15950 3.01705
H 1.67299 -2.16444 1.07031
H -0.02038 -3.94630 0.86690
H -1.34874 -4.61941 2.84302
H -0.97772 -3.49804 5.02008
H 0.73431 -1.70382 5.20439
H 4.26553 2.12695 -0.75447
H 0.70790 -1.51816 -2.22664
H 1.73274 -1.31765 -0.80863
H 3.47275 -0.18781 -2.23351
H 2.46086 -0.46791 -3.65649
H 2.84305 -5.18546 -1.17798
H 3.23038 -5.88187 1.15481
H 4.38208 -4.35567 2.72949
H 5.13551 -2.13265 1.95023
H 4.77702 -1.43982 -0.37456
H 2.33999 3.96452 -0.15601
H 2.59555 6.03126 -1.47126
H 2.11146 6.03608 -3.90526
H 1.35855 3.93608 -4.99107
H 1.09406 1.86800 -3.65154
*
```

Results of the Löwdin charge analysis, in e, for atoms 1 through 4:
1. Ti 1.127
2. C -0.022
3. C -0.456
4. O -0.117

(4)
Density functional theory data (ωB97M-V/def2-TZVPD) for a gas-phase ion, C17H26BrN2O2 (charge +1).

Results
HOMO-LUMO gap   9.2 eV
SMILES   C=CCOc1ccc(Br)cc1C[NH2+]CCCN1CCOCC1
Max |F|   0.0114 Eh/bohr

Structure (ORCA input):
```
! wB97M-V def2-TZVPD RIJCOSX def2/J DEFGRID3
* xyz 1 1
C -2.39047 -4.75849 -0.10890
C -1.90810 -3.59340 -0.49485
C -0.45139 -3.32589 -0.72426
O -0.08170 -2.21451 0.09301
C 1.22132 -1.79651 0.10496
C 2.21036 -2.27073 -0.74588
C 3.48890 -1.74533 -0.69268
C 3.78375 -0.74812 0.21869
Br 5.52311 0.01710 0.27305
C 2.81231 -0.28154 1.08962
C 1.53186 -0.79893 1.04241
C 0.46521 -0.29778 1.97784
N -0.70143 0.17124 1.20327
C -1.81034 0.74797 1.98933
C -2.66441 1.63725 1.08744
C -1.85215 2.81475 0.53216
N -0.71538 2.32576 -0.24887
C 0.48687 3.15363 -0.19650
C 1.60312 2.39921 -0.96192
O 1.18153 1.08679 -1.26271
C 0.09919 1.09449 -2.16726
C -1.02799 2.01331 -1.64122
H -3.44567 -4.91708 0.02678
H -1.75151 -5.60614 0.07276
H -2.56343 -2.75220 -0.67925
H -0.28015 -3.07640 -1.78102
H 0.14774 -4.20252 -0.45844
H 1.99794 -3.04559 -1.46380
H 4.24899 -2.11031 -1.36478
H 3.06081 0.48362 1.80872
H 0.85029 0.52604 2.58067
H 0.14296 -1.10345 2.64589
H -1.00299 -0.64070 0.64614
H -0.44045 0.98341 0.49557
H -2.41055 -0.04455 2.44149
H -1.38017 1.35035 2.79291
H -3.07852 1.04459 0.27049
H -3.50129 2.02970 1.66349
H -1.46738 3.40651 1.36566
H -2.49879 3.46763 -0.06560
H 0.76636 3.29336 0.84961
H 0.31616 4.14204 -0.64218
H 1.86670 2.93014 -1.88434
H 2.50082 2.29296 -0.35370
H 0.43023 1.42406 -3.15999
H -0.22728 0.05545 -2.23713
H -1.99149 1.50680 -1.69779
H -1.09352 2.93199 -2.23886
*
```

Results of the natural (NBO) charge analysis, in e, for atoms 1 through 4:
1. C -0.332
2. C -0.223
3. C -0.105
4. O -0.558

The calculation returns the following E_tot values, one per record and in order: -201388.75178; -36100.32861; -99663.12355; -95161.63194 eV.